# 1
This record from the OMol25 dataset describes a molecular structure, C26H24BeN4S6. The level of theory is ωB97M-V with the def2-TZVPD basis set.

E: -98723.3227 eV
orbital gap: 4.87 eV
energy relative to the best compared isomer or geometry (same formula, charge and spin): 0.0 kJ/mol
HOMO energy: -6.71 eV

Positions of all 61 atoms, in Å:
Be 0.5392 -0.9008 0.6241
C 1.7007 -2.8952 3.8548
C 1.0373 -2.3529 2.6570
N 1.0935 -1.0857 2.2310
N 1.9620 -0.0804 2.7160
C 3.2992 -0.2095 2.6011
N 3.8661 0.9317 2.9794
S 4.0896 -1.6002 2.1273
C 0.1766 -3.1549 1.7884
C -0.0958 -4.5340 1.9118
C -0.8735 -5.2177 0.9777
C -1.4728 -4.5235 -0.1148
C -1.1115 -3.1613 -0.2427
N -0.3008 -2.5317 0.6292
H 2.3109 -3.7175 3.4659
H 1.0057 -3.2076 4.6762
H 2.4321 -2.2186 4.3375
H 1.4812 0.6760 3.2243
H 3.3039 1.7286 3.2164
H 4.9019 1.0829 2.8064
H 0.2965 -5.1247 2.8059
H -1.0301 -6.2876 1.1534
H -2.1123 -5.0146 -0.8303
H -1.5154 -2.5548 -1.0464
C 2.6666 1.6056 -4.2822
S 1.1667 1.4127 -3.2652
C 1.0182 -0.2772 -3.5971
C 0.9472 -1.2698 -2.5466
S 1.7464 -1.0776 -1.0517
S 0.0454 -2.6248 -3.1235
C 0.1211 -2.3662 -4.8586
S -0.1139 -3.6026 -5.9050
S 0.8109 -0.8622 -5.1884
H 2.9301 2.6731 -4.0792
H 2.4324 1.3760 -5.3088
H 3.4984 0.9572 -3.9743
C -0.7720 5.7627 -0.4531
C -1.6495 5.0111 0.2644
C -1.3023 3.7109 0.6739
C -0.1305 3.1001 0.1385
C 0.8361 3.9646 -0.4699
C 0.4964 5.2572 -0.7568
C 0.2595 1.7192 0.3193
C -0.4661 0.5771 0.3369
C -1.8660 0.6126 0.1065
C -2.7507 0.1617 1.1410
C -4.1146 0.2119 1.0520
C -4.6471 0.2589 -0.2529
C -3.8096 0.5943 -1.2916
C -2.4935 0.8157 -1.1755
H -0.9168 6.7722 -0.7820
H -2.6058 5.4160 0.5863
H -1.9457 3.0837 1.3111
H 1.8940 3.6495 -0.6604
H 1.2121 5.9756 -1.1929
H 1.3456 1.6131 0.3854
H -2.1936 -0.1966 2.0874
H -4.7099 -0.0114 1.9435
H -5.7323 0.0542 -0.4228
H -4.2801 0.6825 -2.2876
H -1.9111 1.2132 -1.9697

Here are the natural (NBO) charges for atoms 1 to 6, given in e: atom 1 (Be): 1.5458, atom 2 (C): -0.7176, atom 3 (C): 0.3992, atom 4 (N): -0.4752, atom 5 (N): -0.4767, atom 6 (C): 0.2690

# 2
This record from the OMol25 dataset describes C4H9NO in the gas phase. The level of theory is ωB97M-V with the def2-TZVPD basis set.

E: -7829.9306 eV
orbital gap: 9.52 eV
energy relative to the best compared isomer or geometry (same formula, charge and spin): 230.5 kJ/mol
HOMO energy: -8.43 eV
SMILES: CN1CC[C@H]1O

Positions of all 15 atoms, in Å:
C 1.1224 0.4309 -1.4908
N -0.0075 0.0032 -0.7039
C -0.6573 0.9612 0.1792
C -0.4164 0.0507 1.3948
C 0.0580 -1.0259 0.3151
O -0.8897 -2.0618 0.1820
H 1.6509 1.2916 -1.0364
H 0.7792 0.7252 -2.4900
H 1.8384 -0.3895 -1.6167
H -0.1965 1.9547 0.2200
H -1.7122 1.0890 -0.0818
H 0.3344 0.4387 2.0919
H -1.3234 -0.1311 1.9998
H 1.0331 -1.5436 0.2812
H -1.6133 -1.7932 0.7556

Here are the natural (NBO) charges for atoms 1 to 6, given in e: atom 1 (C): -0.4062, atom 2 (N): -0.4559, atom 3 (C): -0.2133, atom 4 (C): -0.4587, atom 5 (C): 0.2604, atom 6 (O): -0.7067

# 3
This record from the OMol25 dataset describes 2 unconnected molecules or ions with the total composition CH2F2N2O. The level of theory is ωB97M-V with the def2-TZVPD basis set.

E: -11527.3902 eV
orbital gap: 9.73 eV
energy relative to the best compared isomer or geometry (same formula, charge and spin): 254.3 kJ/mol
HOMO energy: -9.46 eV

Positions of all 8 atoms, in Å:
C 2.6515 -0.2455 0.5622
N 1.0426 1.0735 0.0172
N 0.0463 0.2472 0.0014
O 0.7943 2.2637 -0.0529
F 3.6229 0.2788 -0.1510
F 2.2369 -1.3001 -0.1680
H 0.2568 -0.7396 0.0193
H -0.9186 0.5767 -0.0476

Here are the natural (NBO) charges for atoms 1 to 6, given in e: atom 1 (C): 0.5861, atom 2 (N): 0.2662, atom 3 (N): -0.5601, atom 4 (O): -0.3631, atom 5 (F): -0.3407, atom 6 (F): -0.3872

# 4
This record from the OMol25 dataset describes 2 unconnected molecules or ions with the total composition C2H9NOS2. The level of theory is ωB97M-V with the def2-TZVPD basis set.

E: -27427.8771 eV
orbital gap: 9.76 eV
energy relative to the best compared isomer or geometry (same formula, charge and spin): 20.9 kJ/mol
HOMO energy: -9.27 eV
SMILES: NCCSS.O

Positions of all 15 atoms, in Å:
N -0.6917 0.7561 -2.8461
C -0.9234 0.4295 -1.4353
C 0.3317 0.3546 -0.6071
S -0.0542 0.2267 1.1688
S -0.6181 -1.7349 1.3068
H -1.2349 0.1741 -3.4628
H 0.2702 0.7988 -3.1382
H -1.6559 1.1247 -1.0107
H -1.4111 -0.5350 -1.3490
H 0.9199 -0.5439 -0.7948
H 0.9615 1.2411 -0.7245
H -1.9299 -1.5839 1.2316
O 2.3003 -0.1005 3.6582
H 2.3859 -0.6089 4.4673
H 1.3497 0.0013 3.5359

Here are the natural (NBO) charges for atoms 1 to 6, given in e: atom 1 (N): -0.8511, atom 2 (C): -0.2349, atom 3 (C): -0.5303, atom 4 (S): 0.0837, atom 5 (S): -0.1328, atom 6 (H): 0.3663

# 5
This record from the OMol25 dataset describes C6H12O in the gas phase. The level of theory is ωB97M-V with the def2-TZVPD basis set.

E: -8462.9997 eV
orbital gap: 10.23 eV
energy relative to the best compared isomer or geometry (same formula, charge and spin): 130.7 kJ/mol
HOMO energy: -9.26 eV
SMILES: CC[C@@]1(C)C[C@H]1O

Positions of all 19 atoms, in Å:
C -0.7338 1.1744 1.4644
C 0.3830 0.1460 1.2033
C 0.4706 -0.2222 -0.2756
C 1.2803 0.7484 -1.1299
C 0.4313 -1.6273 -0.8545
C -0.8027 -0.7995 -0.8494
O -1.7597 -1.3263 0.0309
H -1.7290 0.7266 1.3791
H -0.6975 2.0113 0.7567
H -0.6723 1.5867 2.4758
H 0.2077 -0.7388 1.8227
H 1.3341 0.5851 1.5290
H 0.7722 1.7058 -1.2825
H 2.2520 0.9547 -0.6612
H 1.5011 0.3275 -2.1178
H 0.3981 -2.5135 -0.2285
H 0.9252 -1.7633 -1.8128
H -1.2011 -0.3504 -1.7579
H -2.3596 -0.6251 0.3081

Here are the natural (NBO) charges for atoms 1 to 6, given in e: atom 1 (C): -0.5946, atom 2 (C): -0.3940, atom 3 (C): -0.0791, atom 4 (C): -0.6007, atom 5 (C): -0.4239, atom 6 (C): 0.0707

# 6
This record from the OMol25 dataset describes a molecular structure, C15H18N3O7SeZr. The level of theory is ωB97M-V with the def2-TZVPD basis set.

E: -101274.4703 eV
charge: +1
orbital gap: 7.90 eV
energy relative to the best compared isomer or geometry (same formula, charge and spin): 60.1 kJ/mol
HOMO energy: -11.83 eV

Positions of all 45 atoms, in Å:
Zr 0.6814 0.3752 -0.3220
O -0.5794 -0.4556 2.1011
C 0.4156 -1.0283 1.7061
O 1.5219 -0.3432 1.4048
C 0.3838 -2.4617 1.1716
C 1.6556 -2.6836 0.3392
C 1.7741 -4.1117 -0.1758
C 0.7479 -4.1342 -1.3320
C 0.1297 -2.7543 -1.2124
O 1.2720 -1.9035 -0.8545
C -0.7326 -2.6239 0.0618
C -1.6836 -1.4495 -0.1526
O -2.8358 -1.4593 0.1467
O -1.1060 -0.4187 -0.8286
H 0.2117 -3.1728 1.9766
H 2.5589 -2.2597 0.7576
H 1.5423 -4.8262 0.6125
H 2.7829 -4.3146 -0.5268
H -0.0001 -4.9178 -1.2324
H 1.2377 -4.2469 -2.2972
H -0.3292 -2.3693 -2.1169
H -1.3367 -3.5054 0.2570
C 1.0549 4.5580 1.8673
O 0.6469 4.5245 0.4703
C 0.3126 3.3739 -0.0158
O 0.3460 2.3018 0.6314
N -0.1192 3.3895 -1.2826
N -0.3666 2.1393 -1.8641
H 1.2619 5.6009 2.0721
H 1.9450 3.9497 2.0024
H 0.2487 4.1904 2.4960
H -0.0975 4.2313 -1.8382
H 0.1049 2.0905 -2.7636
H -1.3679 2.0000 -1.9890
Se 2.8173 1.2770 -1.5739
C 2.6220 0.2748 -3.2078
C 3.7606 -0.0216 -3.9414
C 3.6241 -0.7562 -5.1106
N 2.4567 -1.2005 -5.5703
C 1.3726 -0.9099 -4.8655
C 1.3964 -0.1782 -3.6840
H 4.7333 0.3092 -3.6042
H 4.4958 -1.0039 -5.7048
H 0.4308 -1.2807 -5.2571
H 0.4540 0.0049 -3.1763

Here are the natural (NBO) charges for atoms 1 to 6, given in e: atom 1 (Zr): 2.1805, atom 2 (O): -0.5164, atom 3 (C): 0.7107, atom 4 (O): -0.7868, atom 5 (C): -0.3348, atom 6 (C): 0.0936

no.,LUMO energy (eV)
1,-1.845
2,1.090
3,0.268
4,0.493
5,0.964
6,-3.933